No. 1
ORCA calculation (wB97M-V/def2-TZVPD) on a structure of composition C31H23MnN11O3.

Calculated values
2S+1 = 6
energy = -86373.083 eV
highest occupied orbital energy (spin up / spin down) = -0.2643 / -0.2717 hartree
expectation value of S² = 8.9163

Element x y z (Å)
C -1.28895 1.78017 1.44274
H 4.03463 0.30424 -6.35872
H -2.71234 3.23273 0.75654
H -1.18824 -3.47614 -3.28726
C 3.50832 -0.33174 -3.08687
C 3.81411 1.15482 3.29669
C -1.37545 -4.34962 -1.22998
H -1.06417 2.31977 -1.89491
C 2.22103 0.74213 -5.29081
H 0.27455 -1.79373 -2.10494
H 1.72169 1.16728 -6.15045
C 4.44778 -0.57341 4.93737
O -0.40337 -2.17547 2.51473
N 2.63249 -2.31398 3.69740
C -1.99620 2.96028 1.51856
N -0.00246 -2.78839 -0.35028
N 4.13144 -0.86428 -1.95473
H -5.78526 1.69115 -0.48648
C 1.58025 0.07294 -1.62355
H -0.57509 4.06586 4.38617
H 5.07560 -1.20565 -2.02124
H -2.78989 3.88262 -2.63577
N 4.99745 -0.95394 5.87737
H 0.56559 1.06811 -3.95916
C -0.74341 -3.85547 -0.07742
C -4.41429 2.83422 -1.63458
Mn 0.42973 -0.80357 1.34407
C -4.75370 1.80256 -0.79617
H -5.17703 3.51459 -1.98644
N -0.15451 -2.59426 -1.66801
H 1.77708 -2.78125 3.43348
C 2.20344 0.14833 -2.95273
H -2.22647 0.09493 -1.45645
C -1.74425 3.80028 2.59933
C -2.32550 -1.23982 1.49382
C 3.44968 -0.99753 -0.78794
N 3.89727 2.22481 2.87612
N 2.25558 -0.58990 -0.59017
H -2.02731 -5.19972 -1.31073
C -2.09678 2.18142 -1.61183
C -0.16346 2.20641 3.39691
C 3.52168 0.25971 -5.40806
N -0.40965 1.39786 2.37955
N 0.41529 0.57904 -1.38914
H -5.42023 -0.05858 0.70390
O 2.11674 -0.71405 2.19059
H -2.27287 4.73964 2.68908
H -4.33461 -1.72524 1.96414
O -2.38746 -3.15676 2.92540
C 2.79758 -1.05359 3.21761
H 3.02885 -2.54459 4.59453
C -4.33995 -0.09447 0.60808
C -3.05061 3.03180 -2.02092
C -3.81969 0.88390 -0.28881
N -1.41225 -0.51287 0.98174
H 0.57850 1.87167 4.11134
C -3.73205 -1.05559 1.36552
C 3.70242 -0.16454 3.80460
C 4.16712 -0.27676 -4.30924
C -1.33102 0.76080 0.30199
H 3.98186 -1.49347 0.01738
C -2.39102 0.95873 -0.78829
C 1.57144 0.68622 -4.07189
N 0.08498 0.60608 -0.08554
H 5.18020 -0.64992 -4.39281
C -0.80872 3.42973 3.54499
C -1.69497 -2.31908 2.39884
C -0.96878 -3.50268 -2.23431
H -0.78237 -4.24479 0.92607

Forces on atoms 1 to 2 (eV/Å):
C 0.027 -0.022 0.043
H 0.007 0.004 -0.019

No. 2
ORCA calculation (wB97M-V/def2-TZVPD) on a structure of composition C31H24CoN3O8P.

Calculated values
2S+1 = 4
energy relative to the best compared isomer or geometry (same formula, charge and spin) = 0.138 eV
energy = -100304.648 eV
net charge = -2
highest occupied orbital energy (spin up / spin down) = -0.0065 / -0.0803 hartree
expectation value of S² = 3.8776

Element x y z (Å)
C -0.78447 -3.11499 -5.47901
H -2.36008 -4.01030 -3.33249
H 1.31388 -1.11769 -1.89005
C 1.06957 -3.33619 1.49309
Co -0.43754 -1.22359 0.43856
H 2.13036 1.52493 0.85672
N -0.37065 -2.19760 -1.32279
H 0.48271 -0.83248 5.30889
C 0.45932 1.13958 4.44992
C 0.69719 4.77415 0.59200
C -0.23875 1.27327 2.11202
C 2.50898 1.53030 -2.50516
H -2.80186 -3.49132 -5.38979
H 0.32080 2.94526 3.34354
H -0.17008 -1.93139 3.21870
C -1.55004 -3.33585 -3.08049
H 3.25770 1.33165 -3.26293
H -2.04465 4.13598 2.45250
C 3.34939 -2.70263 1.37250
H -1.73741 6.51392 3.02689
C 0.51047 -1.73914 -2.26581
C -1.37258 -2.99809 -1.77285
C 1.79451 -4.44883 2.10735
C -0.31755 -0.13315 2.06757
C 1.20532 1.83505 -2.87988
H -2.03765 -3.39351 -1.01071
H 3.84014 1.13782 -0.86385
C 0.56597 1.96237 -0.55143
H -2.07053 -3.71985 -6.88402
C -1.21616 4.69260 2.02532
C 1.97222 -2.32962 1.08657
C -3.02928 -0.23223 -0.42258
H -2.36855 -1.55498 2.23508
O -3.85557 0.38418 -1.08477
H 0.12259 7.80657 2.00952
H -4.28256 -0.85727 1.16834
H 0.80368 1.64155 5.34727
C 0.23864 2.04193 -1.90626
C -0.00585 6.75661 1.77392
C 0.29184 -0.23384 4.42535
C 1.87212 1.64252 -0.18763
O 1.54333 -1.24046 0.56700
H 0.93563 1.87226 -3.92888
H 1.38949 4.29022 -0.08763
C -0.65346 -2.84366 -4.08342
O 0.05430 -2.82593 -6.34999
C -0.33477 4.03171 1.15775
C 0.18944 1.87605 3.30398
O 1.33848 -5.45001 2.62509
C 0.85997 6.12411 0.89592
O 4.37143 -2.06583 1.18098
C -1.04866 6.03074 2.34364
N -2.42863 -1.90366 1.28949
H -4.02733 -2.07027 -0.07751
C 3.26216 -4.08065 1.99579
C 0.41658 -2.03265 -3.59181
C -0.08233 -0.85135 3.23886
O 4.19680 -4.75323 2.35678
O -1.75971 -0.06181 -0.43017
C -3.52721 -1.31813 0.53096
O -0.18171 -3.17253 1.35100
H -0.79076 2.23485 -2.18930
N -1.97002 -3.77974 -5.88309
H 1.14988 -1.64326 -4.28585
H 1.67359 6.68058 0.44574
H -2.39963 -2.91345 1.31077
P -0.77168 2.30512 0.65501
C 2.83925 1.42531 -1.16024

Forces on atoms 1 to 2 (eV/Å):
C -0.011 0.084 -0.021
H 0.042 0.000 0.011

No. 3
ORCA calculation (wB97M-V/def2-TZVPD) on a structure of composition C31H24N5O4SSc.

Calculated values
energy relative to the best compared isomer or geometry (same formula, charge and spin) = 0.000 eV
energy = -79718.995 eV
highest occupied orbital energy = -0.2735 hartree

Element x y z (Å)
C -2.77983 -0.61896 -1.69302
N -1.24685 -1.55431 0.99477
H -4.45285 -0.61093 -3.15761
C 0.08852 -1.19872 -5.26345
N -2.41637 -0.77000 -3.83031
C -3.19077 5.74760 1.34976
C 2.83803 -1.17306 0.76351
H -1.63728 0.87590 4.87292
O -1.04348 1.40717 0.14274
H 6.70811 -0.69504 1.04707
C -1.82614 5.91191 1.55415
H -2.53860 -0.76597 -4.82674
C 5.63568 -0.81303 0.97475
C 0.05095 -0.84280 -3.91008
C -0.53601 2.47060 0.68636
H -3.63413 -2.90523 4.56430
C 3.72295 -2.27789 0.70003
H 0.10492 4.96519 1.49769
C -3.00737 -2.13696 4.13317
C -3.41374 -0.66193 -2.88831
C -1.35973 -0.12514 3.01625
H 3.38721 -0.84025 -5.86259
C 2.08023 -4.02317 1.01491
C 5.08809 -2.07943 0.78585
H 1.24885 -3.70058 0.39146
H -0.81948 -1.50164 -5.77263
O 1.53767 -1.34078 0.66125
O 1.26799 -0.21267 -1.97004
H 1.28318 -1.49056 -7.01271
H -1.43754 6.86833 1.87953
C -1.69237 -2.70156 0.60172
C 1.25054 -0.50622 -3.24306
O 3.32655 -3.57187 0.50575
H -0.72455 0.64161 2.59343
C 2.44599 -0.50319 -3.98482
C 3.40798 0.10801 0.96895
H -3.07707 -0.87173 5.84341
H 3.35629 -0.23497 -3.46587
C -1.68248 -1.27079 2.28446
H 5.72171 -2.95423 0.71098
H 2.14847 -5.11006 1.01165
C -2.81594 3.46137 0.70991
H 1.91604 -3.66852 2.03496
C -1.21756 -0.78330 -3.19517
H -3.19578 -0.50502 -0.70707
C -3.68322 4.52164 0.92906
C 2.58978 1.29458 1.10632
H -3.86734 6.57653 1.51521
C 2.45071 -0.84396 -5.31879
S -2.67848 -3.56227 1.71219
N 1.35511 1.37398 0.76513
N 0.70827 2.57398 1.05956
C -2.49036 -2.26357 2.84435
C 4.79623 0.26956 1.08873
H 3.05511 2.18100 1.53759
C -2.69069 -0.99838 4.84110
C -1.87168 -0.00317 4.28823
C 1.27123 -1.20328 -5.97050
H -3.18440 2.50221 0.37314
C -0.95894 4.85393 1.34093
Sc 0.21689 -0.17871 -0.30135
H 5.19635 1.26216 1.25459
H -1.47270 -3.10104 -0.37866
H -4.74573 4.38952 0.76852
N -1.41531 -0.70237 -1.88446
C -1.45088 3.62051 0.91693

Forces on atoms 1 to 2 (eV/Å):
C -0.006 0.020 0.044
N -0.049 0.025 -0.105